The following is a quantum chemistry calculation of 3 unconnected molecules or ions with the total composition C4H14NO2, from OMol25.

As for the expectation value of S²: 0.7505. For the largest force on an atom, the calculation gives 1.67 eV/Å.

```
! wB97M-V def2-TZVPD RIJCOSX def2/J DEFGRID3
* xyz 0 2
C -1.95665 -0.17970 -1.57983
C -1.57129 -0.12272 -0.08489
C -0.38180 0.71807 0.24486
C -0.46516 1.93888 0.71863
N 0.92881 0.03519 0.25998
H -3.00716 -0.47308 -1.66808
H -1.77420 0.78305 -2.05996
H -1.35174 -0.92428 -2.09512
H -2.42415 0.25056 0.48284
H -1.42853 -1.14540 0.29061
H -1.39895 2.48915 0.75402
H 0.34039 2.58505 1.07548
H 1.65121 0.79154 0.31028
H 1.10638 -0.44509 -0.63542
H 1.03323 -0.53044 1.14152
H 0.91692 -1.52969 3.23322
H 1.59769 -0.13784 3.51812
O 1.30332 -0.74482 2.82451
H 1.02863 -1.73660 -2.81350
H 2.21915 -0.79548 -2.43409
O 1.25073 -0.88704 -2.40523
*
```

***

The following is a quantum chemistry calculation of C9H15B in the gas phase, from OMol25.

For the largest force on an atom, the calculation gives 3.38 eV/Å. Its SMILES is C=C/C=C\C=B\C(C)(C)C.

```
! wB97M-V def2-TZVPD RIJCOSX def2/J DEFGRID3
* xyz 0 1
B -0.06433 0.97281 0.26123
C 0.99550 1.86504 0.09378
C 2.42696 1.61078 -0.11378
C 2.92356 0.38989 -0.36833
C 2.13610 -0.82979 -0.32073
C 2.09134 -1.62800 0.71773
C -1.70128 -1.02326 1.03184
C -2.58744 1.02382 -0.02844
C -1.07177 -0.55328 -1.37016
C -1.33256 0.09452 0.00653
H 0.81894 2.96409 0.34033
H 3.09173 2.51282 -0.03078
H 3.95411 0.15401 -0.34551
H 1.47494 -1.31705 -1.13891
H 1.68305 -2.63921 0.74928
H 2.47773 -1.33766 1.69920
H -0.77500 -1.57322 1.08849
H -2.56108 -1.52121 0.57711
H -2.02316 -0.59668 1.91663
H -2.78770 1.59702 -0.98526
H -2.55330 1.71441 0.83063
H -3.65212 0.60314 0.32195
H -2.02171 -0.89288 -1.87148
H -0.34454 -0.08229 -1.99497
H -0.59796 -1.50781 -1.06637
*
```

***

The following is a quantum chemistry calculation of a molecular structure, C14H10F3N4OS2Sn, from OMol25.

For the largest force on an atom, the calculation gives 2.57 eV/Å.

```
! wB97M-V def2-TZVPD RIJCOSX def2/J DEFGRID3
* xyz 1 1
Sn 0.69495 -0.61351 -1.59813
N 4.26689 2.06514 -1.40498
C 3.10336 1.39989 -1.35060
S 3.12063 -0.28846 -1.62367
N 2.03584 2.19462 -1.17262
N 0.87110 1.52663 -1.04377
C -0.16413 2.38767 -1.01269
C -1.51461 2.08091 -0.99363
C -2.44197 3.17868 -0.93355
C -3.77116 2.96339 -0.99172
C -4.26088 1.62702 -1.14051
C -3.42381 0.56216 -1.21907
C -2.01990 0.75317 -1.11038
O -1.24122 -0.27736 -1.09924
H 5.12964 1.60047 -1.62530
H 4.24354 3.07006 -1.34707
H 0.12237 3.43355 -0.99950
H -2.04689 4.18370 -0.84681
H -4.46744 3.78855 -0.94007
H -5.32990 1.46459 -1.19666
H -3.78148 -0.45191 -1.33435
F 1.78659 -5.13755 2.32498
C 0.68183 -4.66877 1.72408
F -0.37068 -5.05308 2.46018
F 0.58470 -5.24278 0.52292
C 0.74218 -3.16059 1.63889
C 0.82053 -2.46718 2.83722
C 0.88692 -1.08188 2.87123
C 0.88522 -0.41439 1.66890
N 0.81739 -1.08525 0.51712
C 0.72880 -2.42644 0.45948
S 0.59536 -3.00634 -1.20483
H 0.82620 -3.03136 3.76200
H 0.94316 -0.53724 3.80204
H 0.94685 0.66391 1.60011
*
```

***

The following is a quantum chemistry calculation of 3 unconnected molecules or ions with the total composition C3H12N2O2, from OMol25.

For the largest force on an atom, the calculation gives 4.39 eV/Å. Its SMILES is CC/N=C\N.O.O.

```
! wB97M-V def2-TZVPD RIJCOSX def2/J DEFGRID3
* xyz 0 1
C 1.41052 -1.01706 -1.37747
C 0.35100 -0.51886 -0.40376
N -1.37713 0.77281 1.69517
C -0.12267 1.12977 1.34595
N 0.64396 0.80132 0.30342
H 1.57593 -0.52715 -2.38801
H 2.38868 -1.12446 -0.88349
H 0.90433 -1.98710 -1.65981
H -0.56432 -0.41038 -0.95816
H 0.24435 -1.33900 0.37395
H -2.00296 0.40115 0.97399
H -1.63510 1.11332 2.60087
H 0.03330 2.07948 1.85516
H -3.36591 -0.69188 -0.23013
H -4.64219 -1.12166 -0.91637
O -3.77739 -0.81091 -1.10335
H 2.58235 0.94942 0.13165
H 3.85140 1.59473 0.39402
O 3.50184 0.70648 0.24637
*
```

***

Quick rundown of energy relative to the best compared isomer or geometry (same formula, charge and spin), same order as above: 37.9; 49.4; 8.2; 47.1 kcal per mole
Quick rundown of total energy, same order as above: -9956.446; -10248.493; -58337.239; -10379.509 eV